{"formula": "C4H4N4", "method": "the ωB97M-V functional and the def2-TZVPD basis", "species": ["H", "N", "C", "C", "C", "N", "C", "N", "N", "H", "H", "H"], "positions_angstrom": [[-2.49219, 0.62104, -0.96883], [-2.39992, -0.23733, -0.61369], [-1.19042, -0.39998, -0.09617], [-0.55663, 0.72006, 0.62902], [0.69726, 1.05328, 0.12393], [1.84821, 0.37998, -0.33491], [1.49894, -0.92653, -0.40918], [0.58925, -1.73250, 0.37674], [-0.63848, -1.46614, 0.50351], [-0.90109, 1.46379, 1.37450], [1.05545, 2.01007, 0.31010], [2.48961, -1.48574, -0.89503]], "smiles": "[H]/N=c1\\ccncnn1", "homo_energy_ev": -9.79, "lumo_ev": -1.056, "e_tot_ev": -10167.09933}